Entry 1:
{
  "formula": "C30H31F17N7O17P",
  "method": "the ωB97M-V functional and the def2-TZVPD basis",
  "symbols": ["C", "P", "O", "C", "C", "C", "C", "C", "C", "C", "O", "C", "C", "C", "C", "C", "F", "F", "C", "F", "F", "C", "F", "F", "C", "F", "F", "C", "F", "F", "C", "F", "F", "C", "F", "F", "C", "F", "F", "F", "C", "C", "C", "O", "H", "H", "H", "H", "H", "H", "H", "H", "H", "H", "C", "N", "O", "O", "H", "H", "H", "C", "N", "O", "O", "H", "H", "H", "C", "N", "O", "O", "H", "H", "H", "C", "N", "O", "O", "H", "H", "H", "C", "N", "O", "O", "H", "H", "H", "C", "N", "O", "O", "H", "H", "H", "C", "N", "O", "O", "H", "H", "H"],
  "coordinates": [[3.59, -1.49, 2.53], [5.10, -0.77, 1.52], [5.99, 0.39, 2.52], [4.33, 0.06, -0.01], [4.83, -0.48, -1.51], [4.24, 0.10, -2.94], [3.09, 1.27, -2.85], [2.60, 1.80, -1.38], [3.19, 1.24, 0.08], [2.63, 1.88, 1.53], [3.40, 1.96, 2.62], [1.03, 2.34, 1.50], [0.03, 2.33, 2.80], [-1.58, 2.77, 2.66], [-2.21, 3.23, 1.22], [-3.75, 3.64, 0.89], [-3.95, 5.03, 1.45], [-4.02, 3.79, -0.59], [-4.91, 2.71, 1.55], [-4.74, 2.72, 3.02], [-6.22, 3.43, 1.30], [-5.08, 1.21, 0.89], [-6.22, 1.33, -0.09], [-3.89, 0.85, 0.02], [-5.49, 0.04, 1.96], [-4.47, -0.20, 3.04], [-6.70, 0.57, 2.69], [-5.94, -1.40, 1.34], [-7.23, -1.34, 0.56], [-6.30, -2.25, 2.54], [-4.78, -2.23, 0.54], [-4.96, -3.68, 0.96], [-3.39, -1.90, 0.91], [-4.91, -2.24, -1.09], [-5.40, -0.98, -1.70], [-5.84, -3.39, -1.43], [-3.46, -2.66, -1.81], [-3.75, -3.06, -3.23], [-2.50, -1.53, -1.87], [-2.88, -3.90, -1.18], [-1.14, 3.28, -0.07], [0.44, 2.85, 0.06], [1.42, 2.94, -1.29], [1.20, 3.90, -2.20], [4.01, -1.72, 3.61], [3.37, -2.55, 2.05], [2.66, -0.77, 2.52], [5.46, 0.46, 3.36], [5.64, -1.35, -1.61], [4.55, -0.29, -4.01], [2.57, 1.75, -3.80], [0.43, 1.98, 3.85], [-2.25, 2.75, 3.61], [-1.52, 3.63, -1.11], [2.26, -4.16, 6.56], [2.73, -3.38, 5.38], [2.67, -3.94, 4.27], [3.15, -2.24, 5.60], [1.92, -5.15, 6.22], [3.10, -4.26, 7.24], [1.44, -3.61, 7.01], [9.18, 0.83, -0.68], [8.24, -0.18, -1.22], [8.19, -1.28, -0.65], [7.57, 0.15, -2.21], [9.70, 0.40, 0.18], [9.89, 1.08, -1.47], [8.59, 1.70, -0.38], [-5.11, -0.73, -4.66], [-4.93, 0.38, -5.64], [-4.07, 0.22, -6.51], [-5.65, 1.37, -5.50], [-4.42, -1.53, -4.91], [-4.91, -0.33, -3.67], [-6.15, -1.07, -4.75], [-1.43, -6.67, -2.17], [-0.08, -6.67, -2.80], [0.11, -7.44, -3.75], [0.76, -5.89, -2.33], [-2.06, -7.40, -2.69], [-1.30, -6.94, -1.12], [-1.84, -5.66, -2.28], [3.95, -1.50, 9.47], [3.30, -2.82, 9.25], [2.08, -2.81, 9.03], [4.02, -3.82, 9.30], [3.20, -0.71, 9.39], [4.40, -1.51, 10.47], [4.72, -1.38, 8.70], [-0.04, 2.91, -6.81], [0.89, 2.20, -5.88], [0.38, 1.44, -5.05], [2.09, 2.43, -6.02], [-1.07, 2.61, -6.58], [0.09, 3.98, -6.65], [0.22, 2.62, -7.83], [-1.94, 5.47, -3.73], [-1.47, 6.25, -4.91], [-1.53, 5.70, -6.02], [-1.05, 7.40, -4.69], [-2.28, 4.49, -4.07], [-1.10, 5.38, -3.05], [-2.76, 6.03, -3.28]],
  "orbital_gap_ev": 6.00,
  "smiles": "CP(O)c1cccc2c1C(=O)c1ccc(C(F)(F)C(F)(F)C(F)(F)C(F)(F)C(F)(F)C(F)(F)C(F)(F)C(F)(F)F)cc1C2=O.C[N+](=O)[O-].C[N+](=O)[O-].C[N+](=O)[O-].C[N+](=O)[O-].C[N+](=O)[O-].C[N+](=O)[O-].C[N+](=O)[O-]",
  "lumo_ev": -2.1,
  "e_homo_ev": -8.14,
  "energy_ev": -132289.985,
  "total_charge": 0
}

Entry 2:
{
  "formula": "C3H6N2O2",
  "method": "the ωB97M-V functional and the def2-TZVPD basis",
  "symbols": ["C", "C", "C", "N", "O", "N", "O", "H", "H", "H", "H", "H", "H"],
  "coordinates": [[0.94, -1.45, -0.44], [-0.37, 0.54, 1.43], [0.18, -0.23, -0.65], [-1.23, 1.54, 1.64], [0.01, -0.19, -2.68], [-0.54, 0.71, -0.73], [0.24, -0.12, 2.21], [0.42, 0.62, -3.01], [-1.65, 2.00, 0.85], [-1.42, 1.85, 2.59], [1.08, -1.64, 0.63], [1.91, -1.35, -0.92], [0.41, -2.27, -0.92]],
  "orbital_gap_ev": [6.91, 9.17],
  "lumo_ev": [-0.4, 0.1],
  "e_homo_ev": [-7.34, -9.10],
  "energy_ev": -10278.807,
  "total_charge": 0
}

Entry 3:
{
  "formula": "C4H10NO3",
  "method": "the ωB97M-V functional and the def2-TZVPD basis",
  "symbols": ["C", "C", "N", "C", "C", "O", "O", "H", "H", "H", "H", "H", "H", "H", "H", "H", "H", "O"],
  "coordinates": [[1.86, 1.00, 1.16], [1.24, 1.23, -0.28], [0.41, 0.22, -0.71], [0.18, -1.15, -0.06], [-1.19, -1.19, 0.80], [-1.22, -2.49, 1.20], [1.51, 2.26, -0.91], [1.72, 0.05, 1.59], [1.46, 1.76, 1.82], [2.95, 1.34, 1.02], [0.03, 0.33, -1.61], [0.09, -1.93, -0.88], [1.01, -1.34, 0.60], [-1.16, -0.51, 1.56], [-1.99, -0.89, 0.10], [-2.28, -0.31, -1.45], [-2.31, 1.20, -1.78], [-2.30, 0.41, -2.18]],
  "orbital_gap_ev": 6.57,
  "lumo_ev": 3.7,
  "e_homo_ev": -2.85,
  "energy_ev": -11942.297,
  "total_charge": -1
}

Entry 4:
{
  "formula": "C25H46BMnNP2",
  "method": "the ωB97M-V functional and the def2-TZVPD basis",
  "symbols": ["Mn", "C", "C", "C", "C", "C", "C", "H", "H", "H", "C", "H", "H", "H", "C", "H", "H", "H", "C", "H", "H", "H", "C", "H", "H", "H", "C", "C", "C", "C", "C", "C", "C", "C", "H", "H", "H", "H", "H", "H", "H", "H", "H", "H", "H", "H", "P", "P", "C", "C", "H", "H", "H", "H", "C", "H", "H", "H", "C", "H", "H", "H", "C", "H", "H", "H", "C", "H", "H", "H", "B", "C", "N", "H", "H", "H"],
  "coordinates": [[-1.71, 0.29, -1.20], [3.16, 0.98, -0.07], [2.51, 2.09, 0.51], [3.14, 0.58, 2.17], [3.61, 0.10, 0.96], [2.36, 1.76, 1.90], [3.52, 0.84, -1.51], [2.96, 1.50, -2.16], [3.37, -0.17, -1.90], [4.58, 1.07, -1.65], [4.56, -1.02, 0.79], [4.90, -1.08, -0.26], [4.11, -1.98, 1.10], [5.44, -0.82, 1.42], [3.40, -0.01, 3.50], [4.48, -0.05, 3.72], [3.00, -1.04, 3.56], [2.94, 0.60, 4.30], [1.70, 2.61, 2.91], [2.43, 3.29, 3.41], [1.21, 2.04, 3.70], [0.93, 3.25, 2.47], [1.99, 3.31, -0.14], [2.71, 4.17, -0.10], [1.05, 3.60, 0.35], [1.78, 3.09, -1.21], [-2.70, -1.08, -2.80], [-1.95, -0.18, -3.55], [-2.50, 1.12, -4.04], [-3.32, 1.98, -2.97], [-3.05, 1.89, -1.50], [-3.43, 0.60, -0.64], [-4.43, -0.29, -1.12], [-4.15, -0.98, -2.47], [-3.17, 0.97, -4.94], [-4.40, 1.77, -3.19], [-1.63, 1.72, -4.43], [-4.78, -0.51, -3.23], [-2.33, -2.11, -2.76], [-1.15, -0.61, -4.16], [-4.52, -2.01, -2.40], [-4.71, -1.03, -0.36], [-3.54, 0.80, 0.39], [-5.29, 0.35, -1.26], [-3.04, 3.03, -3.25], [-2.77, 2.86, -0.99], [0.15, -1.66, -0.90], [-0.87, 0.12, 1.76], [-1.47, -1.88, -0.17], [-1.82, -1.46, 1.29], [-1.47, -2.98, -0.23], [-2.30, -1.57, -0.83], [-2.89, -1.23, 1.41], [-1.50, -2.23, 1.96], [-0.45, -0.34, 3.47], [0.19, 0.47, 3.89], [0.13, -1.30, 3.50], [-1.41, -0.41, 4.03], [-2.15, 1.37, 2.31], [-3.05, 0.86, 2.73], [-2.42, 2.02, 1.45], [-1.64, 2.00, 3.06], [0.65, -2.73, -2.21], [1.53, -2.28, -2.71], [-0.21, -2.78, -2.92], [0.90, -3.68, -1.73], [0.40, -0.05, -1.79], [1.04, 0.47, -1.05], [-0.47, 0.39, -2.34], [0.92, -0.24, -2.72], [1.92, -3.30, 2.39], [1.61, -2.43, 1.23], [1.28, -1.73, 0.33], [3.12, -3.07, 2.64], [1.79, -4.47, 1.85], [1.20, -3.13, 3.37]],
  "orbital_gap_ev": [6.39, 5.65],
  "lumo_ev": [-3.5, -3.7],
  "e_homo_ev": [-9.91, -9.37],
  "energy_ev": -78720.219,
  "total_charge": 1,
  "s2": 6.414,
  "spin_multiplicity": 5
}

Entry 5:
{
  "formula": "C6H12O",
  "method": "the ωB97M-V functional and the def2-TZVPD basis",
  "symbols": ["C", "C", "C", "C", "O", "C", "C", "H", "H", "H", "H", "H", "H", "H", "H", "H", "H", "H", "H"],
  "coordinates": [[-2.52, -0.60, 0.26], [-1.07, -0.82, -0.19], [0.07, 0.12, 0.29], [-0.45, 1.34, -0.37], [-1.27, 2.09, 0.13], [1.45, -0.38, -0.19], [2.59, 0.55, 0.19], [-3.25, -0.79, -0.54], [-2.73, -1.32, 1.05], [-2.73, 0.41, 0.64], [-0.68, -1.70, 0.30], [-0.99, -0.98, -1.28], [0.04, 0.21, 1.39], [-0.19, 1.36, -1.45], [1.42, -0.50, -1.29], [1.66, -1.39, 0.20], [3.55, 0.24, -0.24], [2.72, 0.60, 1.28], [2.38, 1.57, -0.16]],
  "orbital_gap_ev": 10.60,
  "smiles": "CCC(C=O)CC",
  "lumo_ev": 1.1,
  "e_homo_ev": -9.51,
  "energy_ev": -8463.457,
  "total_charge": 0
}

Entry 6:
{
  "formula": "C11H11FN2O2",
  "method": "the ωB97M-V functional and the def2-TZVPD basis",
  "symbols": ["O", "C", "C", "N", "O", "C", "C", "C", "N", "C", "C", "C", "C", "C", "F", "C", "H", "H", "H", "H", "H", "H", "H", "H", "H", "H", "H"],
  "coordinates": [[2.20, -0.49, 2.95], [1.18, -0.70, 2.23], [1.20, -1.94, 1.29], [-0.16, -2.42, 1.06], [-0.27, -3.71, 0.53], [0.14, 0.49, 2.18], [-0.58, 0.66, 0.89], [-1.85, 0.07, 0.74], [-2.27, 0.44, -0.61], [-1.19, 1.08, -1.29], [-1.00, 1.44, -2.60], [0.20, 1.91, -3.12], [1.35, 1.87, -2.32], [1.28, 1.59, -0.93], [2.27, 1.96, -0.13], [-0.07, 1.09, -0.42], [1.68, -1.70, 0.33], [1.84, -2.66, 1.71], [-0.82, -1.68, 0.68], [-0.08, -4.43, 1.19], [0.48, 1.46, 2.43], [-0.57, 0.30, 3.05], [-2.43, -0.38, 1.57], [-3.18, 0.26, -0.96], [-1.80, 1.33, -3.40], [0.13, 2.03, -4.23], [2.29, 2.16, -2.81]],
  "orbital_gap_ev": 8.62,
  "smiles": "O=C(CNO)Cc1c[nH]c2cccc(F)c12",
  "lumo_ev": 0.4,
  "e_homo_ev": -8.20,
  "energy_ev": -21373.992,
  "total_charge": 0
}

Entry 7:
{
  "formula": "C48H65BCl4N7O5PSr",
  "method": "the ωB97M-V functional and the def2-TZVPD basis",
  "symbols": ["Sr", "C", "C", "C", "C", "C", "C", "C", "C", "C", "N", "N", "B", "N", "N", "C", "C", "C", "C", "C", "C", "C", "C", "C", "N", "N", "C", "C", "C", "C", "C", "C", "C", "C", "C", "H", "H", "H", "H", "H", "H", "H", "H", "H", "H", "H", "H", "H", "H", "H", "H", "H", "H", "H", "H", "H", "H", "H", "H", "H", "H", "H", "H", "H", "H", "H", "H", "H", "H", "H", "H", "H", "H", "H", "H", "H", "H", "H", "H", "H", "H", "Cl", "C", "C", "Cl", "C", "Cl", "C", "O", "C", "O", "C", "Cl", "N", "C", "C", "C", "C", "C", "C", "C", "C", "C", "C", "C", "C", "H", "H", "H", "H", "H", "H", "H", "H", "H", "H", "C", "O", "P", "O", "C", "O", "C", "H", "H", "H", "H", "H", "H", "H", "H", "H"],
  "coordinates": [[0.47, 0.59, -1.05], [-1.24, 4.77, 0.61], [-1.89, 3.40, 0.70], [-3.42, 3.52, 0.74], [-1.38, 2.63, 1.88], [-1.27, 3.09, 3.21], [-0.77, 2.01, 3.91], [-0.41, 1.98, 5.37], [0.74, 2.95, 5.65], [-1.62, 2.32, 6.24], [-0.60, 0.99, 3.04], [-0.97, 1.39, 1.78], [0.02, -0.39, 3.30], [-0.90, -1.56, 2.87], [-0.84, -2.01, 1.59], [-1.46, -3.17, 1.56], [-1.93, -3.51, 2.84], [-1.57, -2.45, 3.65], [-2.01, -2.36, 5.09], [-3.50, -1.98, 5.15], [-1.25, -1.48, 6.07], [-1.57, -3.98, 0.29], [-1.31, -3.14, -0.95], [-2.93, -4.66, 0.16], [1.42, -0.50, 2.61], [1.64, 0.08, 1.41], [2.93, -0.07, 1.15], [3.56, -0.80, 2.17], [2.56, -1.04, 3.09], [2.74, -1.77, 4.39], [2.63, -0.88, 5.63], [1.87, -3.02, 4.49], [3.65, 0.51, -0.04], [4.75, 1.48, 0.42], [2.76, 1.25, -1.03], [-1.55, 5.28, -0.30], [-0.15, 4.69, 0.60], [-1.53, 5.39, 1.47], [-1.62, 2.83, -0.19], [-3.73, 4.08, 1.62], [-3.89, 2.53, 0.77], [-3.78, 4.03, -0.15], [-1.52, 4.06, 3.60], [-0.07, 0.98, 5.63], [0.47, 3.97, 5.37], [1.63, 2.67, 5.08], [1.01, 2.94, 6.72], [-1.99, 3.32, 6.02], [-1.36, 2.28, 7.31], [-2.44, 1.62, 6.07], [0.24, -0.51, 4.46], [-2.47, -4.39, 3.15], [-1.93, -3.39, 5.46], [-3.65, -0.97, 4.75], [-3.86, -2.00, 6.18], [-4.11, -2.67, 4.56], [-1.39, -0.42, 5.84], [-0.18, -1.69, 6.09], [-1.64, -1.66, 7.08], [-0.81, -4.78, 0.36], [-1.83, -2.18, -0.87], [-1.66, -3.66, -1.84], [-0.25, -2.93, -1.08], [-3.70, -3.91, -0.03], [-3.21, -5.21, 1.06], [-2.92, -5.36, -0.68], [4.59, -1.11, 2.24], [3.78, -2.11, 4.36], [1.61, -0.53, 5.79], [3.27, 0.00, 5.53], [2.94, -1.43, 6.52], [0.81, -2.78, 4.41], [2.03, -3.53, 5.45], [2.10, -3.72, 3.69], [4.15, -0.31, -0.56], [4.30, 2.36, 0.89], [5.33, 1.82, -0.44], [5.42, 1.01, 1.14], [2.08, 1.95, -0.53], [2.22, 0.53, -1.64], [3.41, 1.79, -1.72], [3.96, 2.53, -6.32], [2.88, 2.54, -4.96], [2.80, 3.65, -4.14], [3.79, 5.04, -4.44], [1.87, 3.66, -3.09], [1.70, 5.05, -2.08], [1.07, 2.55, -2.77], [0.20, 2.60, -1.80], [1.25, 1.33, -3.57], [0.61, 0.23, -3.24], [2.06, 1.44, -4.69], [2.04, 0.10, -5.80], [-3.46, 0.00, 1.00], [-4.30, -0.94, 0.43], [-4.95, -1.89, 1.22], [-5.85, -2.79, 0.67], [-6.09, -2.78, -0.69], [-5.45, -1.82, -1.48], [-4.60, -0.86, -0.95], [-4.15, 0.30, -1.77], [-5.18, 0.88, -2.53], [-4.94, 1.94, -3.39], [-3.64, 2.44, -3.45], [-2.65, 1.89, -2.64], [-2.81, 0.80, -1.76], [-3.05, -0.27, 1.88], [-2.78, 0.38, 0.35], [-4.75, -1.90, 2.29], [-6.35, -3.51, 1.31], [-6.75, -3.51, -1.15], [-5.64, -1.80, -2.55], [-6.19, 0.50, -2.44], [-5.74, 2.37, -3.98], [-3.40, 3.26, -4.11], [-1.68, 2.36, -2.71], [0.11, -2.55, -3.83], [1.43, -2.65, -3.28], [2.02, -1.61, -2.19], [2.97, -2.66, -1.35], [2.38, -3.32, -0.24], [3.26, -0.96, -3.00], [4.27, -1.74, -3.61], [-0.33, -3.54, -3.81], [0.19, -2.19, -4.86], [-0.52, -1.85, -3.28], [3.17, -3.55, 0.47], [1.91, -4.25, -0.55], [1.64, -2.70, 0.27], [4.74, -1.11, -4.37], [3.85, -2.62, -4.09], [5.01, -2.05, -2.87]],
  "orbital_gap_ev": 5.58,
  "lumo_ev": 3.9,
  "e_homo_ev": -1.72,
  "energy_ev": -132396.396,
  "total_charge": -2
}

Entry 8:
{
  "formula": "C32H37ClMnN2Si2",
  "method": "the ωB97M-V functional and the def2-TZVPD basis",
  "symbols": ["C", "C", "C", "H", "C", "C", "H", "H", "H", "H", "Mn", "Si", "C", "C", "H", "C", "H", "C", "H", "C", "H", "C", "H", "C", "C", "H", "C", "H", "C", "H", "C", "H", "C", "H", "H", "Si", "C", "C", "H", "C", "H", "C", "H", "C", "H", "C", "H", "C", "C", "H", "C", "H", "C", "H", "C", "H", "C", "H", "H", "Cl", "N", "C", "C", "C", "N", "H", "H", "H", "H", "H", "H", "H", "H", "H", "H"],
  "coordinates": [[-1.84, -0.83, 0.73], [-2.39, -0.22, -0.44], [-2.24, -1.14, -1.54], [-2.96, 0.72, -0.44], [-1.58, -2.32, -1.02], [-1.33, -2.10, 0.37], [-0.97, -2.85, 1.09], [-1.95, -0.46, 1.76], [-2.62, -1.00, -2.54], [-1.37, -3.24, -1.57], [-0.23, -0.57, -0.89], [-0.85, -0.79, -6.69], [-0.32, 0.89, -7.50], [1.01, 1.06, -7.87], [1.74, 0.27, -7.68], [1.44, 2.24, -8.50], [2.49, 2.34, -8.79], [0.54, 3.27, -8.74], [0.87, 4.19, -9.24], [-0.78, 3.14, -8.29], [-1.48, 3.96, -8.43], [-1.20, 1.97, -7.66], [-2.22, 1.88, -7.28], [-0.04, -1.96, -8.00], [-0.56, -2.08, -9.30], [-1.50, -1.59, -9.58], [0.14, -2.78, -10.30], [-0.25, -2.84, -11.31], [1.38, -3.39, -10.02], [1.92, -3.94, -10.79], [1.90, -3.27, -8.73], [2.87, -3.71, -8.51], [1.19, -2.58, -7.73], [1.64, -2.48, -6.74], [-2.32, -0.78, -6.60], [2.60, 1.20, -4.67], [1.56, -0.40, -4.81], [0.06, -0.46, -4.98], [-0.46, 0.46, -4.71], [-0.65, -1.68, -4.71], [-1.75, -1.63, -4.57], [0.06, -2.83, -4.30], [-0.50, -3.75, -4.12], [1.42, -2.74, -4.09], [1.92, -3.59, -3.63], [2.15, -1.56, -4.35], [3.22, -1.57, -4.15], [1.33, 2.54, -4.53], [0.29, 2.34, -3.61], [0.33, 1.47, -2.93], [-0.86, 3.13, -3.68], [-1.73, 2.87, -3.08], [-0.90, 4.23, -4.54], [-1.80, 4.83, -4.67], [0.23, 4.55, -5.31], [0.23, 5.44, -5.94], [1.34, 3.70, -5.31], [2.19, 3.88, -5.98], [3.69, 1.68, -5.43], [3.55, 1.14, -2.83], [1.62, -1.26, 0.21], [2.33, -0.71, 1.43], [1.85, 0.66, 1.86], [1.62, 1.64, 0.72], [0.30, 1.37, 0.06], [2.31, -1.27, -0.54], [1.45, -2.25, 0.39], [2.21, -1.42, 2.26], [3.40, -0.66, 1.20], [0.94, 0.55, 2.47], [2.62, 1.08, 2.52], [1.63, 2.67, 1.11], [2.41, 1.56, -0.04], [0.16, 2.09, -0.65], [-0.43, 1.54, 0.76]],
  "orbital_gap_ev": [5.86, 4.13],
  "lumo_ev": [0.2, -0.2],
  "e_homo_ev": [-5.62, -4.31],
  "energy_ev": -96359.631,
  "total_charge": 0,
  "s2": 8.871,
  "spin_multiplicity": 6
}

Entry 9:
{
  "formula": "C2H4N2O3",
  "method": "the ωB97M-V functional and the def2-TZVPD basis",
  "symbols": ["C", "C", "N", "O", "N", "O", "O", "H", "H", "H", "H"],
  "coordinates": [[-1.25, 0.36, 0.33], [0.12, -0.25, 0.42], [1.00, 0.50, 1.21], [2.20, 0.46, 1.07], [0.73, -0.42, -1.27], [1.56, -1.26, -1.41], [0.26, 0.37, -2.02], [-1.22, 1.27, -0.26], [-1.95, -0.33, -0.13], [-1.60, 0.61, 1.33], [0.14, -1.30, 0.73]],
  "orbital_gap_ev": [8.51, 8.51],
  "smiles": "C[C@H](N=O)[N+](=O)[O-]",
  "lumo_ev": [-1.2, -1.2],
  "e_homo_ev": [-9.68, -9.69],
  "energy_ev": -11255.479,
  "total_charge": 0
}